# C17H38I2N2O8P3

2 unconnected molecules or ions with the total composition C17H38I2N2O8P3 at a distorted geometry (ωB97M-V with the def2-TZVPD basis set, the Open Molecules 2025 dataset).

Computed properties:
- Kohn-Sham gap: 6.25 eV
- 2S+1: 1
- Net charge: -1
- Highest occupied orbital energy: -4.59 eV

Last column: Löwdin charge in e.
Cartesian coordinates (Å):
1 O 4.120 -0.317 -1.794  -0.376
2 C 3.949 -3.801 -3.096  -0.336
3 O -0.067 1.362 -5.347  -0.246
4 O 0.004 2.347 -2.734  -0.279
5 H -0.997 0.769 -0.903  0.041
6 P 3.296 -0.688 0.677  0.794
7 C -2.223 -0.460 1.064  -0.174
8 H 2.009 -4.725 -4.619  0.003
9 C -5.577 -1.232 5.882  -0.334
10 C 1.283 -0.382 -3.420  -0.153
11 O 4.865 -0.953 0.846  -0.513
12 H -4.317 0.213 3.960  0.081
13 H -3.820 1.109 0.564  0.134
14 O -3.102 1.445 2.608  -0.309
15 C 2.539 -4.570 -2.678  -0.241
16 C -2.547 2.807 2.885  -0.107
17 H 4.005 -1.628 -3.745  -0.012
18 H -4.014 0.962 5.546  0.099
19 H -0.992 1.717 -5.146  0.066
20 I 3.842 3.076 1.906  0.629
21 H 2.067 -0.783 -4.228  0.128
22 C -1.013 -0.334 -1.299  -0.228
23 C 1.672 -0.728 -1.878  -0.371
24 H 5.090 1.450 -0.137  0.098
25 C 0.332 -1.211 -0.999  -0.113
26 H -6.469 -1.735 6.290  0.124
27 H 5.505 -1.850 -2.542  -0.008
28 H -2.032 1.840 0.798  0.076
29 H 2.543 -1.928 0.772  0.023
30 C 2.858 0.058 -1.071  -0.485
31 H -2.046 -2.213 -0.403  0.110
32 O 2.284 2.141 -4.357  -0.391
33 C 4.218 2.229 -0.110  -0.728
34 N -5.853 0.009 5.349  -0.207
35 H 5.159 3.110 -2.058  0.106
36 H -2.923 3.617 2.112  0.104
37 H 2.322 -4.779 -1.547  0.106
38 H 4.908 -4.438 -2.881  0.072
39 H -3.323 -0.828 -0.971  0.107
40 H 5.666 3.975 -0.391  0.067
41 H -1.361 2.746 2.787  0.085
42 H 4.457 -2.618 -1.115  0.003
43 H 3.896 -3.689 -4.284  0.070
44 H -7.904 -0.124 5.803  0.080
45 N 1.658 -4.971 -3.667  -0.031
46 H -1.110 -0.518 1.454  0.109
47 P 0.925 1.417 -3.873  0.731
48 C -4.771 0.784 4.776  -0.058
49 H -7.186 1.504 5.901  0.086
50 C 2.816 1.670 -0.833  -0.597
51 H 0.293 -1.005 -3.665  0.121
52 H -2.807 3.098 4.011  0.105
53 H 0.510 -1.201 0.156  0.087
54 H 2.911 0.154 1.774  -0.050
55 C -2.278 -1.069 -0.488  -0.181
56 H -2.862 -1.146 1.787  0.119
57 H 2.694 2.328 -1.792  0.069
58 H -0.969 2.128 -2.961  0.082
59 I 1.199 2.351 0.535  0.727
60 C -7.190 0.563 5.342  -0.073
61 H -5.141 1.740 4.395  0.087
62 O 2.305 -2.080 -2.080  -0.408
63 H -1.347 -0.289 -2.422  0.097
64 C -2.819 1.065 1.190  -0.205
65 C 4.762 3.525 -1.018  -0.198
66 H 0.100 -2.326 -1.352  0.147
67 O -4.472 -1.759 5.920  0.005
68 P 4.056 -2.002 -2.355  0.463
69 H 3.903 4.318 -1.136  0.082
70 H -7.490 0.752 4.307  0.087

# C17H38O14

8 unconnected molecules or ions with the total composition C17H38O14 at a distorted geometry (ωB97M-V with the def2-TZVPD basis set, the Open Molecules 2025 dataset).

Computed properties:
- Kohn-Sham gap: 10.13 eV
- 2S+1: 1
- SMILES string: C[C@H]1COC(=O)O1.C[C@H]1COC(=O)O1.C[C@H]1COC(=O)O1.CO.CO.CO.CO.CO
- Highest occupied orbital energy: -9.84 eV

Last column: Löwdin charge in e.
Cartesian coordinates (Å):
1 H 4.076 3.118 0.263  0.088
2 H 2.192 -0.789 4.939  0.061
3 O 1.351 -0.743 4.483  -0.123
4 H -2.804 -2.894 -3.727  0.114
5 C 1.261 0.565 3.903  -0.146
6 H -2.992 -0.077 -4.523  0.151
7 H -5.852 -2.723 1.119  0.083
8 O -4.768 0.782 1.760  0.073
9 H 1.861 1.791 0.506  0.034
10 H 4.794 0.341 3.119  0.135
11 H 4.037 0.626 1.576  0.110
12 H -1.410 -3.296 0.453  0.082
13 H -0.564 -2.324 -0.790  0.061
14 H 4.453 -2.398 2.671  0.085
15 H -0.465 1.831 0.579  0.076
16 H 2.105 4.685 -2.029  0.066
17 H 0.055 -3.899 -0.311  0.078
18 C -5.785 -0.023 1.186  -0.089
19 H 2.871 4.368 0.572  0.079
20 H -5.259 -0.564 -0.825  0.124
21 C 1.929 4.227 -3.007  -0.162
22 H 1.746 0.564 2.923  0.054
23 H -0.420 1.336 -1.107  0.065
24 O -1.597 -3.874 -1.576  -0.130
25 C -5.067 -0.922 0.186  -0.280
26 C -0.866 -3.332 -0.486  -0.148
27 H -1.324 -0.844 -2.913  0.096
28 H -6.064 -2.599 -0.621  0.078
29 H 6.011 -1.983 3.339  0.090
30 H 1.836 1.223 4.565  0.080
31 H 1.604 2.646 -1.889  0.021
32 C -2.308 -0.532 -2.546  -0.020
33 C 0.072 1.215 -0.141  -0.126
34 O -3.687 -0.734 0.567  0.071
35 O 1.553 2.868 -2.834  -0.141
36 O -4.612 -0.355 -3.229  0.082
37 H -6.300 -0.590 1.968  0.131
38 C -5.438 -1.413 -3.309  -0.588
39 O 6.955 -0.601 1.367  0.081
40 H 2.258 3.262 2.472  0.095
41 C 7.087 0.734 1.268  -0.567
42 C -3.548 0.323 1.367  -0.557
43 H 5.937 -3.007 1.900  0.085
44 O -2.527 0.797 1.751  0.150
45 C -5.359 -2.423 0.192  0.006
46 O 8.094 1.270 0.930  0.167
47 C 5.482 -2.155 2.401  -0.021
48 H -2.533 -1.120 -1.659  0.072
49 C 5.559 -0.927 1.502  -0.297
50 H -4.474 -3.041 0.065  0.085
51 H 2.830 4.311 -3.616  0.072
52 H -6.554 0.585 0.709  0.137
53 H -1.192 -3.594 -2.396  0.057
54 H -2.193 0.523 -2.297  0.082
55 H 0.009 0.156 0.116  0.075
56 O 5.990 1.354 1.749  0.069
57 C -3.302 -0.700 -3.687  -0.282
58 H 4.210 4.188 1.715  0.088
59 O 2.742 2.738 1.829  -0.162
60 O -6.555 -1.387 -2.907  0.157
61 H -3.271 -2.157 -5.230  0.133
62 O 1.416 1.627 -0.344  -0.152
63 H 5.129 -1.159 0.527  0.153
64 C 4.990 0.390 2.045  -0.099
65 C 3.541 3.644 1.047  -0.105
66 H 1.110 4.779 -3.476  0.071
67 O -4.820 -2.478 -3.833  0.094
68 H 0.245 0.947 3.837  0.082
69 C -3.481 -2.159 -4.157  -0.084

# C17H39AlO2P3

A molecular structure, C17H39AlO2P3 at a distorted geometry (ωB97M-V with the def2-TZVPD basis set, the Open Molecules 2025 dataset).

Computed properties:
- Kohn-Sham gap (alpha / beta): 2.66 / 4.07 eV
- 2S+1: 1
- Net charge: +3
- Highest occupied orbital energy (alpha / beta): -15.96 / -15.89 eV

Last column: Löwdin charge in e.
Cartesian coordinates (Å):
1 H -3.249 0.448 1.126  0.047
2 H -0.379 -0.539 3.440  0.060
3 C 0.915 1.639 -3.035  -0.215
4 H 0.068 0.961 4.310  0.080
5 C 0.817 2.855 2.231  -0.207
6 H 0.279 3.125 3.151  0.079
7 H -5.744 -4.507 -6.399  0.059
8 H -2.294 -2.373 0.065  0.105
9 H 1.724 2.101 -3.619  0.081
10 H -1.574 3.883 0.570  0.059
11 H 1.863 3.172 2.325  0.071
12 H -2.363 3.928 -1.036  0.078
13 C -3.102 1.510 0.906  -0.224
14 C -1.555 3.475 -0.448  -0.211
15 H -3.482 0.536 -1.782  0.059
16 C -3.792 -3.075 -1.339  0.015
17 H 2.648 -0.888 -2.256  0.065
18 O 1.282 -1.867 0.130  0.029
19 H 2.335 -0.560 2.838  0.062
20 C 2.341 0.508 2.586  -0.241
21 H 1.760 3.465 -0.631  0.048
22 C -3.334 -2.600 -3.687  0.021
23 H 3.722 -0.042 -1.100  0.067
24 H -5.747 -6.421 -3.964  0.059
25 H -2.187 1.263 -2.765  0.047
26 H 2.211 -1.650 0.368  0.123
27 H -6.874 -4.967 -4.246  0.057
28 C -5.372 -5.277 -5.716  -0.063
29 P -1.827 1.665 -0.401  0.841
30 H -4.038 1.946 0.528  0.082
31 H -5.088 -3.668 -2.974  0.112
32 H 3.045 2.446 0.077  0.052
33 C -5.986 -5.527 -4.544  -0.094
34 Al -0.017 -0.344 -0.246  0.007
35 H 3.530 0.577 -2.758  0.083
36 C 3.009 0.092 -1.922  -0.212
37 H 0.086 2.353 -2.937  0.047
38 H -0.592 3.707 -0.924  0.037
39 H -4.619 -5.960 -6.121  0.060
40 C -4.158 -3.154 -2.690  0.049
41 H -1.374 0.912 3.248  0.040
42 H -1.223 -0.679 0.779  0.063
43 H 3.133 0.695 1.854  0.046
44 H 0.553 0.747 -3.561  0.062
45 C -2.138 -1.995 -3.333  0.052
46 H -3.622 -2.655 -4.737  0.135
47 O -0.623 -1.343 -1.669  -0.072
48 H 2.568 1.072 3.497  0.078
49 C -1.784 -1.924 -1.973  -0.306
50 H 0.363 3.398 1.394  0.009
51 H -1.460 -1.561 -4.062  0.141
52 H -2.792 2.029 1.822  0.054
53 H 1.016 -2.621 0.690  0.147
54 C -2.847 1.421 -1.903  -0.215
55 P 1.598 1.143 -1.413  0.815
56 C -2.607 -2.466 -0.972  0.018
57 H -4.437 -3.503 -0.569  0.143
58 H -3.474 2.307 -2.074  0.078
59 P 0.708 1.039 1.965  0.797
60 C -0.348 0.554 3.379  -0.238
61 H 3.159 2.972 -1.626  0.087
62 C 2.466 2.650 -0.834  -0.203

# C17H39Cl3N2O2ReS4Sb2Si3

A molecular structure, C17H39Cl3N2O2ReS4Sb2Si3 (ωB97M-V with the def2-TZVPD basis set, the Open Molecules 2025 dataset).

Computed properties:
- Kohn-Sham gap (alpha / beta): 5.56 / 5.54 eV
- 2S+1: 1
- Net charge: +3
- Highest occupied orbital energy (alpha / beta): -15.63 / -15.64 eV

Last column: Löwdin charge in e.
Cartesian coordinates (Å):
1 C 2.918 0.985 3.409  -0.208
2 C 0.609 4.144 0.868  -0.203
3 H 1.649 -1.678 4.744  0.058
4 Cl -1.231 -0.781 -2.106  0.594
5 H -4.879 -0.902 0.097  0.051
6 H 3.001 1.963 2.930  0.037
7 Sb 1.174 -4.324 -0.643  0.519
8 Cl -2.298 -3.429 -2.691  0.696
9 Cl -1.472 -1.677 -4.841  0.770
10 H 4.161 2.626 -2.208  0.134
11 H 5.034 0.613 -3.147  0.134
12 C -1.484 2.985 -1.168  -0.203
13 H 2.936 1.338 -0.695  0.097
14 C 2.362 1.546 -1.599  -0.178
15 H 2.953 -1.443 -3.040  0.114
16 N 1.960 0.218 -2.185  -0.274
17 H 0.643 4.496 1.901  0.047
18 H -3.540 -4.464 2.866  0.060
19 H -4.101 -4.842 1.205  0.054
20 C -2.217 3.284 1.848  -0.210
21 S 0.771 -6.310 -1.397  0.163
22 C -5.220 -1.926 0.259  -0.149
23 H 2.673 3.311 -2.849  0.131
24 S 2.642 -1.493 0.439  0.122
25 H 0.153 2.563 4.294  0.033
26 H -3.956 -0.626 3.135  0.046
27 C 1.208 0.514 -3.453  -0.168
28 O 0.535 -3.749 -3.999  0.159
29 H -6.318 -1.891 0.241  0.076
30 H 0.308 1.062 -3.184  0.077
31 H -3.103 2.693 1.614  0.034
32 H 3.808 -0.686 -1.697  0.066
33 H -1.236 2.059 -1.690  -0.027
34 H 1.573 3.687 0.636  0.019
35 O 1.079 -2.635 -2.141  -0.503
36 N 3.369 1.633 -3.855  -0.146
37 H -0.924 1.209 4.688  0.035
38 C 4.059 0.386 -3.577  -0.120
39 H 0.508 5.023 0.225  0.056
40 C -4.698 -1.413 3.306  -0.149
41 C 0.118 1.528 4.635  -0.214
42 H 1.574 2.270 -4.692  0.134
43 Re 0.814 -1.078 -0.654  0.326
44 C 0.971 -1.402 3.932  -0.214
45 H -2.569 3.099 -1.192  0.048
46 C 3.234 -0.489 -2.599  -0.151
47 H 4.229 -0.143 -4.514  0.135
48 H -4.900 -2.570 -0.560  0.040
49 H 2.227 0.784 -5.367  0.136
50 H -5.231 -4.802 2.563  0.077
51 H -5.666 -0.904 3.378  0.070
52 H 1.221 -2.022 3.069  -0.011
53 H 0.516 1.514 5.655  0.057
54 H -0.042 -1.649 4.252  0.038
55 Si 1.158 0.414 3.578  0.352
56 H -1.057 3.810 -1.742  0.052
57 Si -0.868 3.037 0.596  0.362
58 H 1.442 2.060 -1.317  0.063
59 H 3.341 1.085 4.413  0.059
60 C 0.272 -2.934 -3.184  -0.761
61 Sb 0.226 0.697 1.116  0.997
62 Si -4.724 -2.565 1.892  0.901
63 S 3.287 -3.424 0.034  0.216
64 H -4.485 -1.909 4.252  0.059
65 C 3.184 2.375 -2.621  -0.126
66 C -1.126 -2.242 -3.241  -1.417
67 C 2.077 1.337 -4.440  -0.121
68 H 3.538 0.273 2.863  0.020
69 S -0.337 -2.849 0.430  0.024
70 C -4.338 -4.325 2.134  -0.150
71 H -1.894 3.056 2.864  0.019
72 H 0.917 -0.438 -3.898  0.077
73 H -2.516 4.337 1.830  0.060

| no. | calculated total energy (eV) |
| --- | --- |
| 1 | -81665.82405 |
| 2 | -46908.75120 |
| 3 | -56793.22162 |
| 4 | -145059.78936 |